The following is a quantum chemistry calculation of a gas-phase ion, C5H12N2O (charge +1), from OMol25.

Properties
M	116.16	g/mol
total charge	+1
E	-382.10733	Eh
<S²>	0.75
multiplicity	2
E_HOMO (alpha / beta)	-8.939 / -13.177	eV
ΔE to the lowest compared entry with this formula, charge and spin	1.632	eV

Element x y z (Å)
O1 -1.57392 -1.02308 -1.75776
C1 -2.01090 -0.81352 -0.67379
C2 -1.08883 -0.69370 0.55689
C3 -0.01792 0.38972 0.49811
C4 1.13777 -0.02894 -0.45154
C5 2.97180 0.94383 -1.65984
N1 1.93153 1.10019 -0.77305
N2 -1.96267 -0.44220 1.78107
H1 -3.09769 -0.90293 -0.43703
H2 -0.65774 -1.67857 0.73715
H3 -0.45908 1.34586 0.21769
H4 0.47596 0.40366 1.47383
H5 0.74838 -0.51408 -1.35113
H6 1.67604 -0.81315 0.09573
H7 3.52653 1.77385 -2.03273
H8 3.33181 -0.04131 -1.90678
H9 1.72328 2.03919 -0.48875
H10 -2.87855 -0.89870 1.68418
H11 -2.29895 0.52843 1.84348
H12 -1.47683 -0.67456 2.64430